Record 1
ORCA calculation (ωB97M-V/def2-TZVPD) on a structure of composition C43H36BClN2O6PSn at a distorted geometry.

Element x y z (Å)
Sn -0.858 -0.213 -0.713
O -1.709 -0.668 -2.773
C -2.869 -0.946 -3.235
C -3.002 -1.223 -4.627
C -4.217 -1.445 -5.215
C -5.395 -1.422 -4.452
C -5.301 -1.208 -3.102
C -4.066 -0.984 -2.456
C -4.129 -0.786 -1.043
N -3.176 -0.590 -0.192
N -3.716 -0.436 1.083
C -3.015 -0.218 2.130
O -1.666 -0.171 2.206
C -3.763 -0.043 3.395
C -5.023 0.549 3.386
C -5.696 0.766 4.576
C -5.124 0.389 5.782
C -3.876 -0.216 5.794
C -3.198 -0.432 4.606
H -2.084 -1.238 -5.201
H -4.273 -1.641 -6.279
H -6.358 -1.580 -4.919
H -6.199 -1.219 -2.493
H -5.131 -0.808 -0.612
H -5.456 0.854 2.444
H -6.669 1.241 4.561
H -5.646 0.579 6.712
H -3.426 -0.514 6.733
H -2.222 -0.896 4.610
C 5.148 0.386 -2.494
C 5.057 -0.331 -1.172
C 6.242 -0.571 -0.474
C 6.265 -1.266 0.722
C 5.078 -1.732 1.267
C 3.892 -1.472 0.607
C 3.854 -0.789 -0.614
P 2.103 -0.629 -1.186
C 2.045 0.383 -2.714
C 1.710 -0.136 -3.962
C 1.538 0.701 -5.054
C 1.665 2.071 -4.903
C 1.953 2.602 -3.654
C 2.137 1.779 -2.552
C 2.404 2.368 -1.196
C 1.852 -2.318 -1.827
C 2.772 -2.899 -2.696
C 2.504 -4.112 -3.307
C 1.294 -4.741 -3.040
C 0.397 -4.191 -2.143
C 0.657 -2.983 -1.480
C -0.256 -2.456 -0.440
H 6.174 0.368 -2.859
H 4.841 1.430 -2.403
H 4.506 -0.075 -3.241
H 7.173 -0.198 -0.886
H 7.207 -1.444 1.225
H 5.079 -2.284 2.198
H 2.954 -1.804 1.040
H 1.588 -1.203 -4.080
H 1.295 0.279 -6.021
H 1.532 2.727 -5.755
H 2.023 3.677 -3.528
H 2.556 3.446 -1.249
H 3.289 1.918 -0.742
H 1.562 2.161 -0.529
H 3.703 -2.384 -2.909
H 3.220 -4.552 -3.989
H 1.061 -5.676 -3.537
H -0.528 -4.715 -1.933
H 0.275 -2.381 0.515
H -1.118 -3.111 -0.305
Cl -4.154 4.721 2.048
C -2.754 4.153 1.104
C -1.797 3.429 2.059
O -1.184 4.030 2.906
O -1.769 2.143 1.806
H -2.266 5.024 0.679
H -3.115 3.481 0.332
O -1.175 1.389 4.086
B -1.050 1.111 2.664
O 0.380 1.067 2.365
C 1.017 1.382 3.524
C 2.368 1.497 3.752
C 2.778 1.864 5.038
C 1.854 2.077 6.046
C 0.482 1.936 5.814
C 0.081 1.589 4.544
H 3.082 1.311 2.961
H 3.834 1.994 5.239
H 2.192 2.368 7.033
H -0.244 2.108 6.597

Atomic forces in eV per Å
-0.82 -0.61 -0.25
0.67 0.10 0.79
-0.40 -0.09 -0.14
0.12 0.01 -0.01
-0.04 0.02 0.12
-0.13 -0.05 -0.10
0.09 -0.03 0.06
0.14 -0.02 -0.42
0.07 0.05 0.34
0.37 0.09 0.20
-0.45 -0.10 0.37
0.62 -0.15 -0.51
-0.53 0.00 -0.50
-0.17 0.08 0.22
0.05 0.00 0.05
-0.08 0.01 -0.01
0.01 0.02 0.01
-0.07 -0.06 0.02
0.00 -0.11 -0.06
0.00 0.03 -0.02
0.03 0.02 -0.01
0.01 -0.03 0.01
0.01 0.04 0.01
0.05 -0.01 0.01
0.04 0.00 -0.02
0.00 0.02 0.01
-0.01 -0.02 0.01
0.01 0.00 -0.01
-0.01 0.06 0.00
-0.01 -0.03 0.05
-0.05 -0.07 -0.03
0.03 0.01 0.03
0.03 0.00 0.01
0.05 -0.03 0.00
-0.05 0.03 -0.02
-0.02 0.16 0.10
0.72 -0.31 -0.16
-0.14 0.20 0.08
0.09 0.00 0.10
-0.02 -0.02 -0.09
0.03 0.00 -0.05
0.03 0.00 0.01
-0.04 -0.07 0.00
0.01 -0.07 0.00
-0.20 0.04 0.02
-0.06 -0.14 -0.01
0.07 0.04 0.01
0.04 -0.01 -0.09
-0.13 -0.04 0.04
0.37 0.04 -0.23
-0.32 0.72 0.10
0.00 0.00 0.02
-0.02 0.01 -0.06
0.01 0.04 -0.06
-0.01 -0.04 -0.05
0.00 0.01 0.01
-0.04 0.03 0.01
0.02 -0.01 0.04
-0.04 0.01 -0.04
-0.02 0.00 0.01
-0.03 0.01 0.01
0.02 0.00 0.01
-0.03 -0.01 -0.01
0.02 0.07 0.08
0.02 0.04 0.09
0.00 0.03 0.00
-0.01 -0.01 0.00
-0.05 -0.01 0.05
-0.01 0.02 0.04
-0.05 -0.03 0.02
-0.05 0.11 -0.01
-0.22 0.09 -0.01
0.23 -0.21 0.14
0.00 0.22 -0.06
0.09 -0.08 -0.11
-0.03 -0.39 0.24
0.00 0.00 0.01
-0.02 0.04 0.00
0.10 0.05 0.11
0.06 0.37 -0.47
0.17 -0.03 0.13
-0.16 -0.07 -0.17
-0.08 0.00 -0.10
0.06 0.00 0.07
0.08 0.05 0.05
-0.13 -0.03 -0.05
0.08 0.00 0.03
0.01 0.03 -0.05
0.00 -0.04 0.02
0.02 -0.01 0.00
-0.03 0.00 -0.01

Energy above the lowest of the compared OMol25 structures with the same formula, charge and spin: 0.0 kcal per mole
Total charge: -1
Calculated total energy: -88766.843 eV
Lowest unoccupied orbital energy: 2.39 eV
HOMO energy: -4.879 eV



Record 2
ORCA calculation (ωB97M-V/def2-TZVPD) on a cluster of 2 separate species, C4H11S2 in total.

Element x y z (Å)
C -2.925 -1.539 0.321
C -2.076 -0.701 1.260
S -1.104 0.540 0.404
H -2.302 -2.087 -0.382
H -3.579 -0.903 -0.266
H -3.549 -2.253 0.859
H -1.362 -1.311 1.816
H -2.672 -0.207 2.026
C 2.203 1.231 -1.627
C 2.488 1.143 -0.135
S 2.230 -0.525 0.559
H 1.192 0.894 -1.851
H 2.907 0.628 -2.190
H 2.278 2.269 -1.952
H 3.528 1.395 0.070
H 1.861 1.828 0.431
H 0.883 -0.401 0.656

Atomic forces in eV per Å
-0.04 -0.10 -0.02
0.04 -0.09 -0.17
-0.24 0.23 0.06
0.08 -0.05 0.00
-0.14 0.13 -0.07
0.03 -0.03 0.10
0.09 -0.10 0.04
-0.06 0.15 0.01
-0.14 0.14 0.21
-0.07 -0.19 -0.07
-0.01 0.09 -0.01
-0.02 -0.08 -0.01
0.04 -0.09 -0.10
0.09 0.06 -0.09
-0.02 -0.01 0.07
0.02 0.07 0.03
0.33 -0.13 0.01

Energy above the lowest of the compared OMol25 structures with the same formula, charge and spin: 0.0 kcal per mole
Calculated total energy: -25995.492 eV
2S+1: 2
Lowest unoccupied orbital energy (spin up / spin down): 0.84 / -2.15 eV
HOMO energy (spin up / spin down): -8.917 / -8.843 eV
Expectation value of S²: 0.753



Record 3
ORCA calculation (ωB97M-V/def2-TZVPD) on the molecule C4H6N2O at a distorted geometry.

Element x y z (Å)
N -0.733 -1.807 -0.701
C -0.189 -0.663 -0.100
C 0.518 0.362 -0.632
O 0.853 0.534 -1.939
C 0.703 1.401 0.332
C 0.249 0.825 1.532
N -0.275 -0.390 1.255
H -0.511 -1.738 -1.690
H -1.742 -1.855 -0.589
H 1.622 1.123 -1.918
H -0.114 1.956 -0.167
H 0.274 1.177 2.559
H -0.700 -1.015 1.920

Atomic forces in eV per Å
0.05 -0.23 0.00
0.33 -0.16 0.00
-0.17 -0.56 -0.05
0.04 -0.07 -0.16
-0.43 -0.33 0.03
-0.45 -0.09 0.01
0.12 -0.28 0.03
-0.17 -0.29 0.14
0.13 0.04 -0.15
-0.27 -0.09 -0.19
0.88 2.07 0.58
-0.30 0.13 -0.32
0.23 -0.14 0.10

Energy above the lowest of the compared OMol25 structures with the same formula, charge and spin: 72.7 kcal per mole
Calculated total energy: -9270.350 eV
Lowest unoccupied orbital energy: 0.82 eV
HOMO energy: -7.465 eV



Record 4
ORCA calculation (ωB97M-V/def2-TZVPD) on a structure of composition C7H11N at a distorted geometry.

Element x y z (Å)
C -2.552 0.319 -0.370
C -1.762 -0.624 0.092
C -0.372 -0.885 -0.223
C 0.727 -0.811 0.717
C 0.738 0.634 1.115
C 0.862 1.234 -0.425
C 1.498 -0.902 -0.576
H -2.005 1.084 -1.169
H -3.480 0.478 0.081
H -2.178 -1.121 1.075
H -0.281 -1.704 -0.972
H 0.743 -1.508 1.616
H 1.576 1.075 1.616
H -0.195 1.111 1.537
H -0.023 1.963 -0.528
H 1.817 1.883 -0.751
H 1.675 -1.838 -1.075
H 2.637 -0.469 -0.711
N 0.577 0.081 -1.048

Atomic forces in eV per Å
3.33 2.19 -2.84
-1.57 -0.21 3.36
-1.48 0.62 -3.19
0.88 -2.43 4.22
0.34 3.31 -1.06
-1.21 4.74 3.41
7.29 2.08 0.23
-2.14 -2.01 1.89
-1.39 0.53 0.14
0.96 0.30 -2.06
-0.68 -0.12 1.10
0.30 0.49 -1.20
0.60 -0.58 0.99
0.84 -1.15 -0.22
1.35 -0.84 -0.12
-1.83 -2.12 0.78
-1.12 -0.52 -0.21
-2.36 -0.62 1.03
-2.11 -3.64 -6.26

Energy above the lowest of the compared OMol25 structures with the same formula, charge and spin: 128.7 kcal per mole
Calculated total energy: -8922.146 eV
Lowest unoccupied orbital energy: 1.13 eV
HOMO energy: -8.459 eV



Record 5
ORCA calculation (ωB97M-V/def2-TZVPD) on a cluster of 2 separate species, C2H6Cl2NPS in total at a distorted geometry.

Element x y z (Å)
C -0.901 0.631 -0.415
C -0.315 -1.572 0.052
N -1.094 -0.617 0.254
P 3.615 -0.065 -0.108
S 3.813 1.543 1.264
Cl 4.634 -1.550 0.819
Cl 4.969 0.482 -1.488
H -0.596 1.370 0.329
H -0.147 0.592 -1.214
H -1.860 0.951 -0.819
H -0.480 -2.493 0.591
H 2.574 1.380 1.707
H 0.537 -1.541 -0.639

Atomic forces in eV per Å
-1.69 1.28 1.28
2.97 -5.85 0.45
-1.01 4.47 -1.63
-1.09 0.16 0.37
0.50 0.03 -0.29
0.33 -0.46 0.28
0.61 0.34 -0.48
0.20 0.36 -0.21
-0.26 -0.51 0.28
0.10 0.30 -0.34
0.19 -0.29 -0.02
-0.40 -0.09 0.11
-0.45 0.27 0.21

Energy above the lowest of the compared OMol25 structures with the same formula, charge and spin: 10.1 kcal per mole
Calculated total energy: -48826.698 eV
2S+1: 3
Lowest unoccupied orbital energy (spin up / spin down): 0.53 / -2.35 eV
HOMO energy (spin up / spin down): -5.371 / -9.648 eV
Expectation value of S²: 2.006



Record 6
ORCA calculation (ωB97M-V/def2-TZVPD) on a cluster of 2 separate species, C6H12O2 in total at a distorted geometry.

Element x y z (Å)
C 0.878 0.465 -3.040
C 0.842 0.764 -1.575
C 0.481 -0.127 -0.654
C 0.244 0.164 0.768
C 0.232 -0.788 1.722
O 0.303 -2.081 1.386
C -0.007 -0.414 3.154
H 1.677 -0.241 -3.302
H -0.044 -0.024 -3.366
H 1.018 1.349 -3.674
H 1.154 1.759 -1.265
H 0.223 -1.163 -0.890
H 0.038 1.196 1.022
H 0.140 -2.684 2.154
H 0.881 0.033 3.594
H -0.287 -1.263 3.784
H -0.785 0.359 3.217
H -2.746 0.255 -1.028
H -1.734 1.284 -0.716
O -2.508 1.157 -1.293

Atomic forces in eV per Å
0.06 -0.14 -0.06
0.77 1.77 -1.76
-1.31 -1.24 3.06
0.40 -0.06 -2.59
-1.17 1.87 2.09
0.21 -3.34 0.23
-0.16 -0.06 -0.41
0.18 -0.06 -0.10
-0.26 -0.02 -0.15
-0.03 -0.03 0.19
-0.04 0.00 0.01
0.34 0.13 -0.37
0.39 0.17 0.35
0.31 1.13 -0.97
0.51 0.16 0.41
-0.14 0.01 0.00
-0.06 -0.22 0.17
0.02 0.25 -0.28
0.17 0.00 -0.41
-0.19 -0.32 0.59

Energy above the lowest of the compared OMol25 structures with the same formula, charge and spin: 28.1 kcal per mole
Total charge: -1
Calculated total energy: -10509.038 eV
2S+1: 2
Lowest unoccupied orbital energy (spin up / spin down): 3.76 / 3.73 eV
HOMO energy (spin up / spin down): 1.129 / -2.640 eV
Expectation value of S²: 0.772



Record 7
ORCA calculation (ωB97M-V/def2-TZVPD) on a cluster of 2 separate species, CH5ClN2 in total at a distorted geometry.

Element x y z (Å)
C -1.214 0.844 -0.075
N -0.316 -1.187 -0.183
N -0.187 0.163 -0.284
Cl 3.350 0.007 -0.049
H -1.051 1.954 -0.223
H -2.161 0.504 0.141
H 2.215 0.613 0.369
H 0.585 -1.530 0.090
H -1.222 -1.369 0.214

Atomic forces in eV per Å
1.89 4.00 -1.08
0.05 1.22 -0.97
0.91 -0.41 0.05
-1.49 0.78 0.64
-0.55 -1.33 0.31
-2.17 -1.08 0.60
1.38 -0.82 -0.72
-0.34 -1.01 0.52
0.32 -1.35 0.66

Energy above the lowest of the compared OMol25 structures with the same formula, charge and spin: 32.2 kcal per mole
Calculated total energy: -16619.087 eV
Lowest unoccupied orbital energy: 1.01 eV
HOMO energy: -9.331 eV



Record 8
ORCA calculation (ωB97M-V/def2-TZVPD) on a structure of composition C42H48GeN3OPtTe at a distorted geometry.

Element x y z (Å)
Pt 1.200 2.268 0.759
C 3.680 -0.550 -0.896
Ge 3.545 1.306 -1.596
C 5.418 1.791 -2.134
C 2.504 1.180 -3.293
C 2.764 2.584 -0.412
H 3.553 -1.280 -1.697
H 2.884 -0.706 -0.165
H 4.644 -0.721 -0.411
H 5.803 1.104 -2.890
H 6.084 1.752 -1.269
H 5.457 2.804 -2.541
H 2.499 0.165 -3.694
H 2.906 1.858 -4.050
H 1.477 1.472 -3.076
H 3.345 3.495 -0.241
C -0.678 -6.530 -5.362
C -0.623 -5.418 -4.344
C -0.128 -5.625 -3.067
C -0.031 -4.584 -2.144
C 0.536 -4.893 -0.777
C -0.440 -3.282 -2.474
Te 0.081 -1.564 -1.011
N 0.351 0.230 0.424
C -0.028 0.303 1.666
O -0.298 1.449 2.216
C -0.113 -0.922 2.535
C -0.992 -0.954 3.616
C -1.010 -2.034 4.485
C -0.137 -3.099 4.300
C 0.752 -3.070 3.233
C 0.761 -1.994 2.359
C -1.959 -0.949 -1.103
C -2.295 0.305 -1.636
C -1.249 1.282 -2.087
C -3.637 0.644 -1.791
C -4.658 -0.224 -1.435
C -6.105 0.136 -1.656
C -4.311 -1.436 -0.857
C -2.983 -1.805 -0.667
C -2.695 -3.113 0.017
C -0.951 -3.082 -3.771
C -1.398 -1.715 -4.224
C -1.040 -4.136 -4.677
H -0.418 -7.489 -4.910
H 0.027 -6.339 -6.176
H -1.674 -6.615 -5.802
H 0.198 -6.624 -2.784
H 0.587 -5.971 -0.607
H -0.069 -4.438 0.008
H 1.545 -4.485 -0.678
H -1.648 -0.107 3.772
H -1.701 -2.039 5.321
H -0.134 -3.932 4.994
H 1.456 -3.883 3.091
H 1.476 -1.955 1.549
H -0.457 1.372 -1.340
H -1.682 2.270 -2.257
H -0.792 0.939 -3.020
H -3.886 1.612 -2.216
H -6.193 1.007 -2.307
H -6.605 0.369 -0.712
H -6.643 -0.695 -2.118
H -5.098 -2.114 -0.537
H -3.590 -3.496 0.513
H -1.907 -2.980 0.761
H -2.348 -3.857 -0.702
H -0.632 -0.976 -3.983
H -2.312 -1.414 -3.710
H -1.586 -1.697 -5.301
H -1.438 -3.954 -5.674
C 1.843 1.283 5.126
C 1.615 2.623 4.855
C 2.052 3.149 3.654
N 2.667 2.431 2.702
C 2.885 1.136 2.982
C 2.500 0.528 4.164
H 1.510 0.829 6.050
H 1.103 3.262 5.564
H 1.917 4.200 3.427
H 3.422 0.577 2.222
H 2.691 -0.524 4.325
C 0.227 4.127 0.214
C 0.102 4.909 1.414
C -0.983 4.743 2.312
C -1.148 5.554 3.404
C -0.230 6.588 3.685
C 0.889 6.727 2.835
C 1.048 5.917 1.743
C -0.433 7.484 4.754
N -0.596 8.237 5.617
H 0.821 4.616 -0.555
H -0.722 3.767 -0.183
H -1.686 3.942 2.117
H -1.992 5.419 4.070
H 1.618 7.496 3.067
H 1.912 6.032 1.098

Atomic forces in eV per Å
-0.62 0.25 -1.13
-0.05 0.22 0.14
0.04 -0.39 -0.55
-0.24 0.07 0.17
0.11 0.07 0.18
-0.48 -0.04 0.45
0.01 0.03 -0.04
-0.01 0.02 0.01
0.01 0.04 0.01
-0.07 -0.05 -0.01
-0.02 -0.01 0.01
-0.03 0.00 -0.01
0.01 -0.01 0.02
0.02 0.03 0.02
-0.01 -0.04 -0.01
-0.03 0.05 -0.01
0.00 0.08 0.06
0.00 -0.03 -0.01
0.00 -0.09 -0.09
-0.06 0.09 0.10
0.02 -0.05 -0.06
-0.06 0.11 -0.06
0.04 -0.35 -0.45
0.60 -0.12 0.83
-0.25 -0.48 -1.06
0.36 0.23 0.13
-0.22 0.10 0.44
0.00 0.02 -0.10
-0.07 -0.07 0.11
0.04 0.06 -0.05
-0.02 -0.07 0.09
0.06 0.13 0.00
-0.06 0.09 0.08
0.08 0.00 0.02
0.04 0.00 -0.04
-0.05 -0.05 0.02
-0.03 0.01 -0.04
0.07 0.00 0.07
-0.03 0.03 -0.02
0.10 0.01 0.04
-0.01 0.03 -0.02
0.00 0.01 -0.01
0.03 -0.09 0.01
0.00 -0.02 0.04
-0.01 -0.01 -0.01
-0.01 -0.05 -0.03
0.01 -0.03 -0.01
0.01 0.01 0.02
0.01 0.00 -0.03
0.05 0.01 0.03
-0.01 0.00 0.08
0.03 0.03 -0.02
0.00 -0.01 -0.01
-0.03 -0.02 -0.01
-0.02 -0.01 -0.02
-0.02 0.02 -0.02
-0.02 0.04 -0.01
-0.05 -0.03 -0.03
0.00 0.04 0.03
0.01 0.00 -0.01
-0.03 0.00 0.00
-0.01 0.01 -0.01
-0.03 0.02 -0.01
0.02 -0.02 0.01
0.00 0.02 -0.02
0.00 -0.05 0.01
0.05 -0.06 0.00
-0.04 0.01 -0.01
0.00 0.04 0.00
0.02 -0.01 0.01
0.02 0.03 0.01
0.05 0.00 -0.27
-0.05 -0.03 0.22
0.15 0.03 -0.28
0.41 -0.10 0.97
0.18 0.23 -0.15
-0.13 -0.06 0.26
-0.02 0.01 0.01
0.01 0.02 -0.02
-0.11 -0.04 0.01
-0.09 -0.01 -0.05
0.01 -0.04 -0.06
0.32 0.17 0.15
0.04 0.15 -0.17
-0.03 -0.18 -0.03
0.18 0.27 0.16
0.12 -0.50 -0.51
-0.15 0.10 0.20
-0.03 0.00 -0.05
-0.05 0.34 0.45
0.00 -0.07 -0.04
0.03 -0.03 0.01
0.01 -0.07 0.06
0.01 0.00 0.01
-0.03 -0.04 -0.04
0.02 0.01 -0.08
0.01 0.02 0.01

Energy above the lowest of the compared OMol25 structures with the same formula, charge and spin: 28.2 kcal per mole
Total charge: -2
Calculated total energy: -117904.366 eV
2S+1: 2
Lowest unoccupied orbital energy (spin up / spin down): 4.03 / 4.03 eV
HOMO energy (spin up / spin down): -0.550 / -0.567 eV
Expectation value of S²: 0.758